Entry 1:
Entry from the Open Molecules 2025 dataset: a structure of composition C33H33BrF4O7PSY in a non-equilibrium geometry (wB97M-V/def2-TZVPD).

Cartesian coordinates (Å):
1 Y -0.195 -0.228 0.039
2 Br -2.068 -1.951 -1.712
3 S 0.238 1.627 -1.957
4 P 1.064 -2.558 -1.124
5 F 1.805 -2.058 -6.252
6 F 2.687 -2.669 -3.838
7 F -2.505 -1.330 -4.603
8 F -0.782 -1.384 -6.664
9 O 0.393 2.994 -1.577
10 O -2.149 -1.082 1.266
11 O -1.349 1.476 1.359
12 O 0.362 -1.809 1.887
13 O 1.239 0.701 -1.303
14 O -1.067 1.028 -1.525
15 O 1.051 0.712 2.026
16 C -3.069 -0.065 1.718
17 C -1.245 -1.662 -4.374
18 C 0.958 -2.039 -5.238
19 C 4.998 -1.589 -0.797
20 C 4.898 -3.966 -1.171
21 C 2.864 -2.681 -1.067
22 C -0.682 1.764 -4.474
23 C 0.880 1.327 -7.900
24 C 0.479 -4.201 -0.620
25 C 1.672 -1.540 2.406
26 C -0.511 1.698 -5.843
27 C -0.359 -1.690 -5.450
28 C 0.839 -4.670 0.646
29 C 0.377 -5.892 1.102
30 C -0.341 -4.986 -1.421
31 C -2.303 1.064 2.348
32 C 1.726 -0.142 2.963
33 C 0.407 1.455 -3.660
34 C 1.400 -2.357 -3.953
35 C -0.785 -1.974 -3.116
36 C 0.718 1.350 -6.408
37 C 5.638 -2.809 -0.954
38 C -0.803 -6.215 -0.965
39 C 3.516 -3.904 -1.227
40 C 0.550 -2.324 -2.861
41 C -0.453 -6.666 0.296
42 C -0.448 2.530 1.744
43 C 1.784 1.053 -5.565
44 C -0.649 -2.118 2.854
45 C 3.612 -1.524 -0.855
46 C -1.935 -2.250 2.086
47 C 1.642 1.097 -4.187
48 C 0.639 1.960 2.617
49 H 1.219 -0.056 3.928
50 H 5.571 -0.687 -0.635
51 H 0.295 1.748 3.634
52 H -1.638 2.039 -4.053
53 H 1.938 -2.278 3.168
54 H 5.401 -4.913 -1.305
55 H -1.428 -6.823 -1.605
56 H -0.413 -3.069 3.344
57 H 0.678 -6.254 2.076
58 H -1.349 1.918 -6.491
59 H 1.713 0.699 -8.203
60 H 1.484 2.652 2.673
61 H -0.807 -7.626 0.644
62 H 1.074 2.338 -8.261
63 H 2.481 0.862 -3.548
64 H -1.784 0.758 3.262
65 H 3.131 -0.554 -0.757
66 H 6.717 -2.860 -0.910
67 H -0.025 0.972 -8.389
68 H -3.801 -0.501 2.400
69 H -2.783 -2.384 2.761
70 H -0.997 3.322 2.256
71 H 2.740 0.777 -5.991
72 H 1.519 -4.102 1.270
73 H 2.764 0.177 3.091
74 H -0.053 2.939 0.809
75 H 2.357 -1.671 1.564
76 H -1.889 -3.097 1.398
77 H -0.609 -4.660 -2.419
78 H -3.590 0.291 0.827
79 H -0.695 -1.335 3.617
80 H 2.950 -4.809 -1.402
81 H -2.973 1.897 2.584

HOMO-LUMO gap in eV: 8.991
Charge: +2
LUMO level in eV: -4.940
M in g/mol: 849.46
Energy above the lowest of the compared OMol25 structures with the same formula, charge and spin in eV: 0.107


Entry 2:
Entry from the Open Molecules 2025 dataset: a cluster of 8 separate species, C43H98O12S in total in a non-equilibrium geometry (wB97M-V/def2-TZVPD).

Cartesian coordinates (Å):
1 S 3.541 -4.494 0.414
2 O -2.160 0.440 -0.655
3 O 4.252 -5.612 0.894
4 O -5.211 -0.344 8.450
5 O 0.203 4.134 -4.992
6 O -4.418 -3.682 4.320
7 O 3.074 -4.605 -1.122
8 O 2.598 -0.108 1.786
9 O 1.419 8.126 -8.238
10 O -0.450 0.577 3.167
11 O 4.368 -3.355 0.581
12 O 2.073 -4.321 1.051
13 O 5.535 2.708 -1.628
14 C 4.144 0.405 3.567
15 C -4.387 -3.222 0.760
16 C -3.783 -5.413 -1.253
17 C -2.775 -1.926 4.495
18 C 1.638 -4.293 -1.202
19 C -3.041 -5.324 0.087
20 C -3.062 -3.974 0.819
21 C -4.100 -2.468 5.008
22 C -1.330 2.790 2.797
23 C 2.750 -0.087 3.208
24 C 0.511 2.379 4.456
25 C 2.120 7.899 -10.536
26 C -1.675 -0.538 0.243
27 C -2.129 0.023 -2.004
28 C 2.639 -2.182 -2.310
29 C 1.538 1.200 -2.604
30 C 5.824 3.917 -0.928
31 C -0.191 7.244 -9.803
32 C -0.125 5.363 -4.344
33 C -0.615 6.372 -5.371
34 C -6.392 -0.574 9.218
35 C 2.488 -1.473 3.771
36 C 3.825 -1.346 -1.779
37 C -2.960 -5.043 -2.537
38 C 3.831 0.076 -2.354
39 C 2.758 0.957 -1.672
40 C -7.550 0.218 8.631
41 C -6.143 -0.196 10.670
42 C -1.600 -4.359 -2.300
43 C 1.090 5.886 -3.593
44 C 1.276 7.323 -9.410
45 C 5.764 3.667 0.572
46 C 7.188 4.444 -1.347
47 C 1.127 -4.854 0.116
48 C -0.746 1.816 3.810
49 C -4.054 -2.720 6.506
50 C 0.923 -4.693 -2.487
51 C 1.265 -7.131 1.135
52 C -0.443 -5.372 -2.276
53 C 1.397 -6.368 0.096
54 C 0.258 0.907 -1.805
55 C -0.915 0.610 -2.751
56 C 1.681 -2.728 -1.213
57 H -5.882 0.863 10.753
58 H 4.804 0.522 -2.162
59 H -1.968 -2.644 4.670
60 H -0.893 7.316 -4.898
61 H 7.423 5.382 -0.841
62 H 5.051 4.634 -1.211
63 H -0.891 -0.141 0.902
64 H -7.332 1.289 8.650
65 H -2.226 2.373 2.336
66 H -0.925 5.140 -3.637
67 H 1.798 8.916 -10.777
68 H -4.357 -2.255 1.254
69 H -1.589 3.741 3.266
70 H 0.078 -4.608 0.245
71 H -0.333 6.616 -10.684
72 H -1.408 -3.737 -3.178
73 H -4.898 -1.760 4.781
74 H -3.526 -6.038 0.755
75 H 1.640 6.328 -9.152
76 H 0.304 3.318 4.973
77 H -4.712 -4.852 -1.280
78 H 2.387 0.463 -0.775
79 H 2.571 -1.486 4.859
80 H 0.651 -6.874 1.987
81 H -5.307 -0.766 11.076
82 H -1.225 -1.394 -0.264
83 H 6.502 2.915 0.866
84 H 2.047 7.290 -11.438
85 H -3.289 -3.465 6.748
86 H -1.585 -3.684 -1.446
87 H -2.161 -1.063 -2.125
88 H 3.172 1.920 -1.387
89 H 0.862 6.815 -3.068
90 H -3.027 0.408 -2.493
91 H 3.168 7.956 -10.238
92 H -1.481 5.982 -5.907
93 H 2.972 -2.975 -2.973
94 H 0.923 1.668 5.174
95 H 3.251 -0.725 1.429
96 H 7.218 4.612 -2.424
97 H -3.575 -4.394 -3.158
98 H 0.659 -2.401 -1.417
99 H 1.983 -2.325 -0.248
100 H -0.602 -0.074 -3.542
101 H 0.911 4.310 -5.623
102 H 4.281 0.453 4.649
103 H 0.160 6.574 -6.117
104 H -6.606 -1.642 9.149
105 H 1.591 -5.353 -3.047
106 H -4.600 -3.003 -0.289
107 H -3.721 -4.321 4.511
108 H -8.472 0.041 9.186
109 H -2.477 -0.896 0.891
110 H 1.919 6.071 -4.282
111 H 4.319 1.398 3.149
112 H -5.229 -3.799 1.134
113 H 3.198 -2.196 3.358
114 H 1.528 0.508 -3.446
115 H 0.002 1.714 -1.125
116 H -2.878 -4.189 1.875
117 H -0.484 -6.031 -1.411
118 H 7.970 3.717 -1.111
119 H -3.836 -1.806 7.054
120 H 0.769 -3.840 -3.137
121 H 4.783 3.283 0.857
122 H -2.272 -3.284 0.523
123 H 3.679 0.072 -3.434
124 H 6.208 2.060 -1.389
125 H 2.018 -1.540 -2.936
126 H 0.420 -0.004 -1.227
127 H -1.488 1.599 4.581
128 H -2.755 -5.964 -3.076
129 H -5.008 -3.116 6.857
130 H -0.785 6.836 -8.984
131 H 1.282 2.560 3.701
132 H 1.519 2.215 -2.995
133 H -0.614 2.982 1.993
134 H -7.712 -0.059 7.588
135 H -2.021 -5.690 -0.011
136 H 2.006 0.610 3.593
137 H -2.514 -0.986 4.984
138 H -0.585 8.241 -10.021
139 H -7.024 -0.385 11.285
140 H 1.488 -1.811 3.495
141 H 4.906 -0.259 3.149
142 H 1.436 5.149 -2.865
143 H 1.711 -6.802 -0.840
144 H 3.748 -1.251 -0.700
145 H -4.069 -6.458 -1.371
146 H 1.764 -8.087 1.126
147 H 1.102 9.014 -8.446
148 H -2.820 -1.755 3.418
149 H 5.958 4.582 1.135
150 H -1.185 1.547 -3.245
151 H 0.209 0.749 2.480
152 H 4.760 -1.827 -2.058
153 H -0.604 -6.009 -3.146
154 H -5.004 0.597 8.498

HOMO-LUMO gap in eV: 9.896
LUMO level in eV: 0.667
M in g/mol: 839.31
SMILES: C=C[C@H]1OS(=O)(=O)O[C@]1(CCCCCCCC)CCCCCCCCCOC.CC(C)O.CC(C)O.CC(C)O.CC(C)O.CC(C)O.CC(C)O.CC(C)O


Entry 3:
Entry from the Open Molecules 2025 dataset: a structure of composition C52H44F5N4O3PRbSTe in a non-equilibrium geometry (wB97M-V/def2-TZVPD).

Cartesian coordinates (Å):
1 Te 3.801 -1.291 -1.852
2 Rb 0.613 0.399 -0.546
3 S -0.679 2.821 3.600
4 P -0.182 -2.766 1.445
5 F -1.317 4.594 -1.115
6 F 0.102 7.664 2.211
7 F -1.273 2.594 0.703
8 F 0.147 5.692 4.038
9 F -0.664 7.172 -0.379
10 O 2.156 2.333 -0.699
11 O -1.117 -1.287 -0.940
12 O 0.839 -1.846 -1.628
13 N -2.260 -0.830 2.029
14 N 3.310 0.390 -0.781
15 N -2.621 1.116 -1.759
16 N -0.366 -1.581 -1.905
17 C -0.583 4.049 2.455
18 C 4.284 2.357 -1.726
19 C -0.916 3.842 1.092
20 C 5.287 -2.832 2.571
21 C -1.946 -4.305 3.099
22 C 1.993 -6.830 1.871
23 C 5.729 -1.555 0.572
24 C 6.997 -1.654 -3.525
25 C 3.133 1.648 -1.046
26 C 0.417 -1.794 4.079
27 C 4.833 1.900 -2.915
28 C 5.930 2.538 -3.464
29 C 1.630 -0.831 2.250
30 C 3.674 -2.753 0.806
31 C 4.051 -3.186 2.065
32 C -4.963 1.028 -1.313
33 C 0.673 -1.729 2.712
34 C 1.448 -6.407 0.670
35 C 4.510 -1.963 0.036
36 C 2.309 -0.008 3.130
37 C -0.230 6.399 1.841
38 C 4.529 -4.383 -2.633
39 C -2.545 -2.009 2.637
40 C -3.630 -2.151 3.506
41 C 5.092 -3.103 -2.703
42 C -0.215 5.382 2.769
43 C 6.487 3.635 -2.829
44 C 7.184 -6.580 -4.237
45 C 5.201 -5.492 -3.133
46 C -2.870 0.770 -3.009
47 C 6.451 -5.374 -3.718
48 C -1.669 -3.105 2.470
49 C -0.604 6.154 0.522
50 C 6.335 -2.992 -3.329
51 C 0.793 -5.191 0.595
52 C 1.871 -6.035 2.998
53 C -3.019 -4.425 3.971
54 C 0.689 -4.371 1.715
55 C -4.150 0.551 -3.499
56 C 6.111 -2.009 1.828
57 C -3.844 -3.334 4.186
58 C 6.629 -0.609 -0.153
59 C 1.104 -0.978 4.959
60 C 2.043 -0.079 4.486
61 C 4.832 3.469 -1.102
62 C 1.238 -4.807 2.917
63 C -3.643 1.224 -0.929
64 C 3.182 -4.600 -2.011
65 C 7.006 -4.110 -3.815
66 C 5.931 4.102 -1.649
67 C -0.938 4.850 0.157
68 C -5.222 0.695 -2.632
69 H -3.394 1.494 0.086
70 H 5.599 -3.177 3.550
71 H 1.540 -7.021 -0.215
72 H -2.003 0.661 -3.647
73 H -1.297 -5.156 2.947
74 H 2.533 -3.738 -2.161
75 H 1.173 -4.179 3.793
76 H 7.066 -1.697 2.233
77 H -5.767 1.131 -0.599
78 H 2.700 -5.485 -2.425
79 H 3.292 -4.753 -0.938
80 H 7.574 -6.397 -5.239
81 H 4.741 -6.473 -3.066
82 H 1.864 -0.790 1.194
83 H -3.193 -5.359 4.490
84 H 0.896 -1.052 6.019
85 H 2.523 -7.772 1.925
86 H 7.181 -1.473 -4.584
87 H 7.344 4.137 -3.259
88 H -6.238 0.550 -2.977
89 H -1.674 -0.838 1.202
90 H 6.368 -0.855 -3.135
91 H 7.271 -0.081 0.550
92 H 7.264 -1.154 -0.848
93 H 6.356 2.177 -4.390
94 H -2.917 -0.072 2.101
95 H 4.394 1.041 -3.409
96 H 2.275 -6.369 3.946
97 H -4.294 -1.309 3.649
98 H 2.699 -3.018 0.424
99 H 8.029 -6.822 -3.589
100 H 3.039 0.694 2.755
101 H 0.368 -4.847 -0.339
102 H 6.029 0.113 -0.704
103 H 3.380 -3.800 2.643
104 H 7.978 -3.991 -4.284
105 H 2.571 0.561 5.178
106 H 7.964 -1.624 -3.019
107 H 6.523 -7.444 -4.274
108 H 6.357 4.964 -1.154
109 H -4.667 -3.402 4.886
110 H 4.378 3.827 -0.189
111 H -0.332 -2.467 4.473
112 H -4.308 0.274 -4.531

<S²>: 0.760
HOMO-LUMO gap (alpha / beta) in eV: 5.537 / 5.533
Charge: -2
LUMO level (alpha / beta) in eV: 3.674 / 3.670
M in g/mol: 1144.05
Spin multiplicity: 2
Energy above the lowest of the compared OMol25 structures with the same formula, charge and spin in eV: 2.670


Entry 4:
Entry from the Open Molecules 2025 dataset: a cluster of 9 separate species, C21H48F4IN9O19 in total in a non-equilibrium geometry (wB97M-V/def2-TZVPD).

Cartesian coordinates (Å):
1 I 0.623 2.658 -2.878
2 F -4.439 -2.912 0.321
3 F -6.320 -1.788 0.385
4 F -5.642 -2.729 -1.457
5 F -1.318 -3.828 -0.429
6 O 4.196 5.564 6.118
7 O 3.500 1.547 3.115
8 O 6.837 0.972 4.144
9 O 1.636 -3.308 -2.877
10 O -2.016 -0.586 0.543
11 O -1.777 1.642 2.155
12 O 0.384 -3.457 -4.622
13 O 2.248 4.738 5.721
14 O -5.245 -0.204 -1.803
15 O 6.052 -0.820 3.244
16 O 0.480 0.852 -5.248
17 O -1.565 -0.865 -6.907
18 O -0.239 -7.348 0.089
19 O 2.154 0.215 2.092
20 O -2.572 -2.494 -7.889
21 O 2.287 1.712 -6.043
22 O 2.511 5.610 2.504
23 O -0.357 -8.404 -1.785
24 O 0.812 5.904 1.225
25 N 1.071 -2.833 -3.834
26 N 3.171 0.866 2.163
27 N 6.225 -0.071 4.182
28 N 1.407 6.049 2.272
29 N 1.171 1.262 -6.163
30 N 3.453 4.655 5.822
31 N -1.213 -2.147 2.220
32 N -2.258 -1.865 -6.906
33 N -0.850 -7.825 -0.843
34 C -2.332 -7.686 -0.839
35 C -0.090 -4.197 0.126
36 C -5.239 -2.065 -0.357
37 C 0.579 1.190 -7.524
38 C 0.660 3.485 -0.882
39 C 0.091 -1.638 0.197
40 C -2.008 2.471 1.031
41 C 4.078 3.330 5.558
42 C 5.634 -0.458 5.491
43 C 0.727 6.818 3.347
44 C 1.216 -1.374 -4.081
45 C -1.007 3.632 1.037
46 C -0.900 -1.104 1.273
47 C -4.468 -0.812 -0.773
48 C -3.131 -0.275 1.327
49 C -0.705 4.035 -0.433
50 C 4.088 0.825 0.992
51 C -4.244 0.174 0.368
52 C 0.742 -2.967 0.552
53 C -2.751 -2.340 -5.586
54 C -2.834 0.761 2.435
55 H -0.744 5.114 -0.547
56 H -2.609 -7.136 -1.733
57 H 0.444 -4.740 -0.647
58 H -2.011 -2.704 1.945
59 H 3.296 2.624 5.304
60 H -0.113 3.301 1.556
61 H 3.536 1.196 0.132
62 H 4.600 3.032 6.462
63 H -3.348 -3.230 -5.743
64 H 6.449 -0.543 6.204
65 H -2.752 -8.687 -0.851
66 H -5.428 0.707 -1.566
67 H 1.845 -0.954 -3.305
68 H 1.432 4.240 -0.814
69 H 0.225 -0.945 -4.050
70 H -1.878 -2.557 -4.975
71 H -2.552 0.199 3.325
72 H -0.370 -0.316 1.805
73 H 0.920 2.653 -0.235
74 H -0.275 -4.822 0.994
75 H -3.753 1.298 2.701
76 H -1.474 3.645 -1.100
77 H -2.625 -7.149 0.055
78 H -3.535 -1.109 -1.245
79 H -0.199 6.303 3.584
80 H 5.120 -1.404 5.371
81 H 4.945 1.450 1.207
82 H 4.943 0.328 5.780
83 H -4.056 1.153 -0.066
84 H -1.496 4.462 1.542
85 H 1.383 6.851 4.209
86 H 1.294 1.588 -8.234
87 H 4.386 -0.210 0.852
88 H -3.345 -1.541 -5.152
89 H -5.160 0.240 0.957
90 H 0.906 -0.924 0.089
91 H 0.532 7.816 2.965
92 H -1.846 1.914 0.102
93 H -3.555 -1.149 1.832
94 H 1.662 -3.013 -0.035
95 H -3.050 2.810 1.011
96 H 4.771 3.455 4.731
97 H 0.359 0.148 -7.730
98 H -0.331 1.782 -7.514
99 H 1.669 -1.255 -5.057
100 H 1.044 -3.043 1.589
101 H -1.326 -1.793 3.155
102 H -0.443 -1.646 -0.751

HOMO-LUMO gap in eV: 9.146
LUMO level in eV: -0.037
M in g/mol: 933.56
SMILES: N[C@@H](CCCF)O[C@@H](COCCCCI)C[C@H](O)C(F)(F)F.C[N+](=O)[O-].C[N+](=O)[O-].C[N+](=O)[O-].C[N+](=O)[O-].C[N+](=O)[O-].C[N+](=O)[O-].C[N+](=O)[O-].C[N+](=O)[O-]